Molecular formula: C4H10N2O
Method: DFT, ωB97M-V/def2-TZVPD

Values from the calculation:
F_max: 1.5 eV/A
energy: -343.16562 Ha
spin multiplicity: 1
relative energy (zero: lowest compared OMol25 entry of this formula, charge and spin): 22.5 kcal per mole

Last column: natural (NBO) charge in e.
CARTESIAN COORDINATES (ANGSTROEM)
C1 0.54716 -1.55994 -1.68343  -0.4170
N1 1.14032 -0.41594 -1.01280  -0.6047
C2 0.65460 0.33261 0.00585  0.6694
O1 1.19502 1.36726 0.34695  -0.6198
C3 -0.66132 -0.13733 0.62486  -0.1453
C4 -0.89994 0.65175 1.91881  -0.6272
N2 -1.71186 0.05249 -0.35212  -0.8506
H1 0.37056 -1.32306 -2.72963  0.1975
H2 1.21562 -2.42081 -1.57232  0.1911
H3 -0.41354 -1.81084 -1.24238  0.2298
H4 1.92878 -0.05880 -1.53074  0.3946
H5 -0.62934 -1.20217 0.88317  0.1918
H6 -1.11640 1.67912 1.61526  0.2152
H7 0.02316 0.81572 2.47379  0.2351
H8 -1.77052 0.31140 2.46625  0.2044
H9 -2.64345 -0.00128 0.03132  0.3672
H10 -1.62907 0.89396 -0.90375  0.3684



Molecular formula: C20H46AsN3RuSSi3
Method: DFT, ωB97M-V/def2-TZVPD

Values from the calculation:
F_max: 4.0 eV/A
total charge: +3
energy: -4550.32669 Ha
spin multiplicity: 2
relative energy (zero: lowest compared OMol25 entry of this formula, charge and spin): 83.9 kcal per mole

Last column: Mulliken charge in e.
CARTESIAN COORDINATES (ANGSTROEM)
Ru1 -0.63188 -0.41906 -0.93622  0.8116
C1 -1.66214 -2.90323 2.70903  -1.8277
C2 -0.69130 -3.17530 1.56509  1.4830
C3 -0.43700 -4.69007 1.45931  -1.6081
C4 -1.17910 -2.69432 0.21948  1.1244
C5 -0.31676 -2.79419 -0.90076  -1.2644
C6 -0.82394 -2.70596 -2.20542  -0.3064
C7 -2.20361 -2.54645 -2.43576  0.5105
C8 -2.78416 -2.71980 -3.79678  -1.4514
C9 -3.02907 -2.32231 -1.32784  -0.9562
C10 -2.52746 -2.37369 -0.02980  0.0454
H1 -1.20947 -3.19715 3.65204  0.4588
H2 -2.56187 -3.50002 2.58586  0.5306
H3 -1.93723 -1.85297 2.77014  0.3546
H4 0.26881 -2.68475 1.77882  -1.1369
H5 -1.35893 -5.21629 1.22327  0.3981
H6 -0.06711 -5.06989 2.40837  0.4623
H7 0.29614 -4.92670 0.69238  0.3960
H8 0.71092 -3.12109 -0.75439  0.5490
H9 -0.17002 -2.93408 -3.04076  0.4654
H10 -2.08396 -2.46096 -4.58905  0.4623
H11 -3.71693 -2.17107 -3.91433  0.4715
H12 -3.02875 -3.77736 -3.93096  0.3988
H13 -4.09100 -2.18082 -1.47314  0.5027
H14 -3.21969 -2.28503 0.79550  0.5452
N1 -1.38062 0.58111 -3.24609  -0.5843
N2 -2.15428 1.76177 -3.16213  -0.2734
C11 -2.83100 2.08379 -2.04179  0.7203
N3 -3.61438 3.15341 -2.04079  -0.3700
S1 -2.66443 1.19347 -0.61262  -0.3671
H15 -0.62550 0.74865 -3.91632  0.3478
H16 -1.95368 -0.18745 -3.62556  0.1957
H17 -2.36883 2.24174 -4.03254  0.2385
H18 -3.81464 3.70385 -2.86302  0.2201
H19 -4.12649 3.38622 -1.20282  0.2396
C12 1.03034 3.11697 -1.89355  -0.5311
Si1 1.10970 3.29753 0.01090  0.1830
C13 -0.51372 4.04217 0.68619  -0.8585
C14 2.72242 4.01356 0.71183  -0.9181
As1 0.89917 0.80461 0.48329  -0.0843
Si2 0.46823 0.91642 3.27577  0.3635
C15 1.28914 2.53571 3.82807  -0.9955
C16 1.34971 -0.67256 3.82769  -0.7663
C17 -1.42106 0.94325 3.01991  -0.7097
Si3 3.00914 -0.22171 -0.55628  0.4175
C18 3.27239 -1.76452 0.53303  -0.9722
C19 4.44636 1.01507 -0.59815  -1.1202
C20 2.31281 -0.54392 -2.31947  -0.0438
H20 0.68637 4.03962 -2.35126  0.4948
H21 0.33582 2.31871 -2.16730  -0.2664
H22 2.00144 2.89130 -2.32378  0.3133
H23 -0.85059 4.84877 0.03955  0.4471
H24 -0.39171 4.47806 1.67240  0.3990
H25 -1.31264 3.30528 0.73902  0.1139
H26 2.78972 5.06468 0.44109  0.4133
H27 3.61097 3.53028 0.31833  0.2689
H28 2.77021 3.96604 1.79544  0.2887
H29 2.36654 2.50954 3.68252  0.3325
H30 1.12060 2.67792 4.89444  0.4653
H31 0.88383 3.40768 3.32226  0.2395
H32 2.35289 -0.74153 3.41023  0.3070
H33 0.80020 -1.57098 3.55944  0.0838
H34 1.45297 -0.67798 4.91130  0.4706
H35 -1.79333 1.96283 2.93906  0.3896
H36 -1.93797 0.48167 3.85920  0.5457
H37 -1.70599 0.40907 2.10806  -0.2324
H38 3.99235 -1.54706 1.31872  0.4269
H39 3.68871 -2.58556 -0.04649  0.4447
H40 2.35466 -2.11519 1.00338  0.0459
H41 4.73855 1.34327 0.39608  0.3593
H42 4.24051 1.88901 -1.21071  0.3014
H43 5.31155 0.52137 -1.03619  0.4496
H44 1.19930 -0.57612 -2.33945  -0.7144
H45 2.67533 -1.49010 -2.71494  0.4447
H46 2.63442 0.23282 -3.01002  0.4167



Molecular formula: C16H48O8
Method: DFT, ωB97M-V/def2-TZVPD

Values from the calculation:
F_max: 14.5 eV/A
energy: -1239.61789 Ha
spin multiplicity: 1
relative energy (zero: lowest compared OMol25 entry of this formula, charge and spin): 433.1 kcal per mole

Last column: Mulliken charge in e.
CARTESIAN COORDINATES (ANGSTROEM)
C1 1.40610 0.96633 -3.00566  -0.2311
C2 2.06459 -0.20397 -3.68569  -0.3055
O1 3.41011 0.02477 -3.82600  -0.5447
H1 2.02656 1.27345 -2.16375  0.0765
H2 0.42140 0.68821 -2.62999  -0.2560
H3 1.30903 1.81148 -3.68713  0.5438
H4 1.65843 -0.42599 -4.67252  0.5058
H5 2.03468 -1.09824 -3.06320  0.3943
H6 3.72825 -0.68524 -4.38839  0.3254
C3 1.51803 1.34921 1.86158  0.0480
C4 2.65752 0.32243 1.92145  -0.2298
O2 3.01509 0.10612 3.30116  -0.5957
H7 1.78570 2.31958 2.27969  0.7208
H8 0.60736 1.01206 2.35667  -0.2781
H9 1.20350 1.61098 0.85131  -0.6373
H10 3.48299 0.74383 1.34776  0.0305
H11 2.38322 -0.67082 1.56603  0.4774
H12 3.82987 -0.40038 3.26680  0.3972
C5 -0.45475 2.73768 0.86182  -0.6931
C6 -1.78085 3.18477 0.20132  -0.9959
O3 -2.37953 2.09921 -0.44434  -0.4027
H13 -0.02062 3.61358 1.34394  0.5197
H14 0.25426 2.37740 0.11643  0.6632
H15 -0.62828 1.90811 1.54725  0.8787
H16 -1.80628 4.15391 -0.29690  0.4927
H17 -2.56648 3.37688 0.93206  0.3209
H18 -2.83811 2.45623 -1.20844  0.5099
C7 0.23241 -2.54370 -1.44526  -0.0988
C8 0.99721 -3.24100 -0.28877  -0.2625
O4 1.86407 -4.26983 -0.83633  -0.6077
H19 -0.32076 -3.25427 -2.05941  0.4707
H20 0.86114 -1.96181 -2.11921  -0.2812
H21 -0.50962 -1.85405 -1.04292  0.4387
H22 0.31313 -3.78615 0.36157  0.4479
H23 1.54886 -2.50812 0.30001  -0.1215
H24 2.68341 -3.84889 -1.10668  0.3198
C9 2.26968 -0.07364 -0.69183  0.5558
C10 3.69835 0.16573 -0.88820  -1.7005
O5 4.40103 -1.05420 -0.66016  -0.5502
H25 1.76444 0.88754 -0.78648  0.7811
H26 2.14757 -0.57087 0.27044  -0.9855
H27 1.97852 -0.79875 -1.45179  -0.2670
H28 4.12670 0.84601 -0.15210  0.3187
H29 4.00970 0.48346 -1.88329  0.5256
H30 5.27121 -0.91735 -1.04182  0.3634
C11 -1.49950 -0.23095 3.04334  -0.9436
C12 -2.46477 0.86194 2.56770  -0.5007
O6 -2.78117 1.69148 3.61290  -0.6391
H31 -0.48227 0.09562 3.25944  0.3892
H32 -1.37361 -0.98104 2.26256  0.1852
H33 -1.88336 -0.76302 3.91378  0.5172
H34 -3.35985 0.44053 2.11016  0.4353
H35 -2.06359 1.41020 1.71531  0.2472
H36 -3.16287 2.47625 3.21285  0.4122
C13 -0.26764 0.31694 -1.01695  -1.7161
C14 -0.86477 -0.04882 0.31309  -1.8965
O7 -2.24564 0.27722 0.28059  -0.7139
H37 -0.18896 1.38356 -1.22725  1.6104
H38 -0.87059 -0.13096 -1.80684  0.7430
H39 0.69065 -0.15374 -1.23659  -0.4062
H40 -0.35792 0.36259 1.18598  -1.6426
H41 -0.87557 -1.12742 0.46991  1.7256
H42 -2.25150 1.19171 -0.01142  0.5473
C15 -4.87011 -2.21095 0.27143  -1.6282
C16 -3.96058 -0.98784 0.35413  0.0450
O8 -2.86705 -1.22341 -0.45010  -0.6829
H43 -4.30903 -3.13877 0.38295  0.2884
H44 -5.39464 -2.18201 -0.68363  0.3649
H45 -5.59105 -2.16920 1.08788  0.4265
H46 -3.62656 -0.76320 1.36708  0.0551
H47 -4.56954 -0.13276 0.06071  0.1486
H48 -2.16727 -0.61565 -0.20004  1.5469



Molecular formula: C16H30B2BrN4O6
Method: DFT, ωB97M-V/def2-TZVPD

Values from the calculation:
F_max: 11.4 eV/A
total charge: -1
energy: -3921.76575 Ha
spin multiplicity: 1

Last column: natural (NBO) charge in e.
CARTESIAN COORDINATES (ANGSTROEM)
C1 4.05544 -2.90808 0.02545  -0.6387
C2 5.26784 -1.84539 -0.05445  -0.4032
C3 4.78835 -0.38141 -0.58908  -0.4071
C4 3.54586 0.06550 0.33133  -0.4331
C5 3.48340 1.63846 0.67117  -0.4119
C6 2.02770 2.23020 0.31786  -0.4203
C7 0.85386 1.73809 1.32300  -0.2507
N1 -0.14041 0.82727 0.69738  -0.3710
C8 -0.26720 -0.49986 0.68987  0.5800
C9 0.69956 -1.54398 1.41509  -0.3291
N2 1.13054 -1.16713 2.78768  -0.8366
C10 -1.55213 -0.86180 -0.23753  0.0062
N3 -2.25435 -2.16067 0.05462  -0.8522
C11 -0.77277 -1.25675 -1.63042  0.6907
O1 -0.51440 -2.49502 -1.90662  -0.7347
O2 -0.31822 -0.31376 -2.53230  -0.7570
C12 -2.44628 0.46874 -0.22590  -0.7897
B1 -3.55316 0.70119 0.93938  1.0388
C13 -4.22435 -0.45527 1.87826  -1.0156
O3 -4.04269 2.05559 1.16034  -0.8552
B2 -3.38926 0.53594 -1.58032  1.2658
O4 -3.56230 1.71020 -2.38384  -0.8797
O5 -4.12537 -0.65452 -1.96208  -0.7893
C14 -3.69639 -1.17160 -3.25415  -0.2851
C15 -1.23407 1.51943 -0.10161  0.1561
N4 -0.83405 2.35956 -1.28188  -0.5637
C16 -1.36297 3.57044 -1.07160  0.7902
O6 -2.10819 4.57504 -1.22554  -0.4404
H1 3.25655 -2.72262 -0.78024  0.2276
H2 3.50878 -2.78301 1.03987  0.1947
H3 4.40112 -4.00549 0.00277  0.2193
H4 5.64164 -1.70655 1.03020  0.1942
H5 6.06529 -2.31465 -0.73468  0.2089
H6 5.63549 0.38351 -0.60487  0.2069
H7 4.38060 -0.44837 -1.67187  0.2186
H8 3.60465 -0.50482 1.31979  0.1851
H9 2.58064 -0.17783 -0.26109  0.2238
H10 3.84808 1.90052 1.72896  0.2000
H11 4.22285 2.15536 -0.05645  0.2121
H12 1.79606 2.04476 -0.78563  0.2656
H13 2.11873 3.37965 0.43191  0.2218
H14 1.36628 1.32850 2.25481  0.2195
H15 0.31548 2.70596 1.66012  0.2471
H16 0.13747 -2.55126 1.52059  0.2258
H17 1.58467 -1.78395 0.71006  0.2748
H18 0.40276 -0.66915 3.31522  0.3706
H19 2.01919 -0.63996 2.79038  0.3678
H20 -1.59441 -2.87440 0.38118  0.3720
H21 -2.79275 -2.47520 -0.76160  0.3979
H22 -4.71756 -1.20466 1.14307  0.2654
H23 -3.49044 -0.98430 2.57451  0.2429
H24 -5.11696 0.01477 2.45197  0.2051
H25 -4.55533 2.05759 2.00688  0.4918
H26 -4.41996 1.56186 -2.85572  0.4915
H27 -4.54666 -1.58727 -3.90096  0.1815
H28 -3.05097 -0.38817 -3.78640  0.2165
H29 -2.99072 -2.07018 -3.05438  0.1984
H30 -1.55888 2.33247 0.65909  0.2112
Br1 -3.50563 5.74649 -0.02159  -0.8221



Molecular formula: CH3NOS
Method: DFT, ωB97M-V/def2-TZVPD

Values from the calculation:
F_max: 1.3 eV/A
energy: -568.01924 Ha
spin multiplicity: 1
relative energy (zero: lowest compared OMol25 entry of this formula, charge and spin): 51.2 kcal per mole

Last column: natural (NBO) charge in e.
CARTESIAN COORDINATES (ANGSTROEM)
C1 -0.01878 -0.28877 -0.36448  -0.4324
N1 -0.89370 0.67169 0.25597  -0.7708
O1 -2.51034 -0.56145 -1.38498  -0.9236
S1 -1.75471 -0.76772 -0.17148  1.3233
H1 0.27926 -0.01765 -1.36873  0.2219
H2 0.74390 -0.77744 0.22991  0.2031
H3 -0.74397 0.83049 1.24364  0.3785



Molecular formula: C24H34Cl4N6O11P2PbS2
Method: DFT, ωB97M-V/def2-TZVPD

Values from the calculation:
F_max: 1.9 eV/A
energy: -5604.04305 Ha
spin multiplicity: 1
relative energy (zero: lowest compared OMol25 entry of this formula, charge and spin): 36.6 kcal per mole

Last column: Mulliken charge in e.
CARTESIAN COORDINATES (ANGSTROEM)
Pb1 -0.16298 0.83166 0.46968  1.8391
C1 -0.77890 -2.51743 6.34495  -0.8789
N1 -1.16483 -1.41889 5.47744  0.4506
C2 -1.91493 -0.36508 6.14514  -1.0305
P1 -0.27851 -1.02352 4.12492  0.0775
O1 -0.86549 0.12431 3.42729  -1.0881
O2 -0.29284 -2.46914 3.38599  0.0343
P2 -0.49789 -2.72085 1.77559  -1.9778
O3 -0.21935 -1.46494 1.05450  1.7575
N2 -2.00941 -3.41074 1.80928  0.3201
C3 -3.09944 -2.45716 2.07243  -0.3770
C4 -2.33526 -4.40037 0.77389  -0.6786
N3 0.64915 -3.86066 1.47380  0.6694
C5 0.73478 -5.04253 2.31632  -0.9551
C6 1.07935 -4.03964 0.08442  -0.9309
N4 1.35391 -0.82733 4.37975  1.1412
C7 1.86255 0.53043 4.52976  -1.1980
C8 2.17747 -1.85667 4.98622  -0.9683
H1 -1.67477 -2.93549 6.80865  0.3979
H2 -0.09814 -2.19417 7.14195  0.2668
H3 -0.29980 -3.29729 5.75631  0.1201
H4 -2.87122 -0.76420 6.49171  0.3210
H5 -2.10083 0.44033 5.43947  0.2615
H6 -1.37887 0.03710 7.01360  0.3196
H7 -2.82741 -1.81701 2.91243  -0.0056
H8 -3.99646 -3.02629 2.32028  0.4195
H9 -3.31076 -1.83101 1.20979  0.0946
H10 -1.50519 -5.09583 0.64989  0.2089
H11 -2.55966 -3.93932 -0.18363  0.1583
H12 -3.21259 -4.95848 1.10651  0.3710
H13 0.39782 -4.79412 3.32102  0.1456
H14 1.77660 -5.36827 2.36376  0.3501
H15 0.13113 -5.87535 1.94022  0.3006
H16 0.79273 -3.17338 -0.51002  0.2102
H17 0.61604 -4.92288 -0.36626  0.3713
H18 2.16474 -4.16017 0.05846  0.2788
H19 1.20399 1.21851 4.00644  0.3185
H20 2.85553 0.59575 4.07742  0.3004
H21 1.93692 0.82945 5.58215  0.2550
H22 1.75615 -2.83784 4.77458  0.2042
H23 2.26396 -1.73396 6.07199  0.2570
H24 3.18045 -1.81115 4.55415  0.3488
O4 1.54581 0.97622 -3.68370  -0.8385
S1 0.71417 -0.02815 -3.03803  1.4055
O5 1.22078 -1.36535 -3.18074  -0.7537
O6 0.41202 0.37905 -1.63957  -0.2746
C9 -0.88622 0.15275 -3.85626  -0.2760
C10 -0.87784 0.87431 -5.04403  -0.7374
C11 -2.07191 1.14029 -5.69473  -0.5817
C12 -3.27250 0.70723 -5.15191  -0.5809
C13 -3.28649 0.00832 -3.95569  -0.6669
C14 -2.08987 -0.27522 -3.31314  -0.1710
S2 -2.20185 -1.14710 -1.73231  1.6463
O7 -3.50884 -1.78757 -1.77949  -0.7941
O8 -2.19751 -0.04981 -0.73878  -0.9115
O9 -1.11787 -2.09052 -1.67917  -0.6125
H25 0.07227 1.23298 -5.41245  0.5359
H26 -2.06241 1.69657 -6.62341  0.3882
H27 -4.20468 0.92183 -5.65897  0.3867
H28 -4.20544 -0.33746 -3.50453  0.5065
Cl1 3.29621 7.68536 1.66076  -0.1401
C15 2.46049 6.33757 1.03398  0.5234
C16 2.20407 6.28279 -0.40229  0.3194
Cl2 2.73794 7.56673 -1.38496  -0.1417
C17 1.53782 5.24021 -0.95469  0.2269
Cl3 1.24978 5.13312 -2.63286  -0.1049
C18 0.99565 4.15991 -0.13668  -0.0928
O10 0.28917 3.30321 -0.62514  -0.3539
C19 1.33407 4.17898 1.35760  0.4038
O11 1.00622 3.26740 2.07151  -0.4293
C20 2.05791 5.34166 1.85729  -0.0611
Cl4 2.39539 5.36972 3.53511  -0.1445
C21 3.49345 1.52751 -1.07970  -0.8373
C22 3.28657 0.37336 -0.16811  0.3322
N5 2.31276 0.20179 0.70862  0.3424
C23 2.60166 -0.95734 1.39860  -0.2569
C24 3.74728 -1.49865 0.91725  -1.2923
N6 4.17570 -0.63904 -0.06845  -0.0637
H29 2.73981 1.53219 -1.86511  0.0212
H30 4.47236 1.46723 -1.55150  0.4925
H31 3.41389 2.46275 -0.52193  0.0183
H32 1.94522 -1.32130 2.16768  0.3263
H33 4.30365 -2.37322 1.20219  0.5335
H34 4.96466 -0.77756 -0.67427  0.2277



- Which of these has the highest spin multiplicity?
  C20H46AsN3RuSSi3